Record 1
C11H15LiN2O | ωB97M-V with the def2-TZVPD basis set

XYZ file:
```
30
Properties=species:S:1:pos:R:3
Li 0.870 0.468 -0.649
C 1.549 -0.434 -2.599
C 0.978 0.784 -3.022
C 1.730 1.837 -2.467
C 2.778 1.274 -1.722
C 2.666 -0.130 -1.796
H 1.269 -1.419 -2.945
H 0.188 0.892 -3.757
H 1.588 2.891 -2.663
H 3.592 1.823 -1.267
H 3.380 -0.846 -1.411
O -0.977 0.803 -0.872
C -2.209 0.280 -0.426
C -2.003 -0.467 0.869
C -2.972 -0.467 1.866
C -2.752 -1.220 3.007
C -1.574 -1.943 3.120
C -0.670 -1.880 2.071
N -0.876 -1.165 0.970
H -0.946 0.887 -1.836
H -2.621 -0.422 -1.159
H -2.937 1.084 -0.279
H -3.878 0.115 1.759
H -3.486 -1.240 3.802
H -1.366 -2.538 3.998
H 0.266 -2.429 2.109
N 1.882 0.830 1.158
H 1.579 1.062 2.098
H 2.489 1.570 0.824
H 2.462 -0.001 1.219
```

Orbital gap in eV: 7.42
HOMO energy in eV: -7.038
DFT total energy in eV: -16883.7864

Record 2
C11H15N | ωB97M-V with the def2-TZVPD basis set

XYZ file:
```
27
Properties=species:S:1:pos:R:3
C -1.882 -1.289 1.574
C -0.388 0.838 0.928
C -1.428 -0.176 0.649
C -0.586 1.833 -0.142
C -2.257 0.228 -0.322
C 0.806 0.893 1.742
C 1.632 1.982 1.470
C 1.402 3.001 0.522
C 0.258 2.900 -0.247
N -1.670 1.552 -0.838
H 0.992 0.094 2.386
H 2.509 1.929 2.149
H 1.985 3.867 0.141
H -2.835 -1.784 1.311
H -2.076 -0.888 2.608
H -3.193 -0.068 -0.462
H -2.043 2.064 -1.585
H -0.044 3.711 -0.929
H -1.053 -1.971 1.616
C 1.889 -2.410 -2.001
C 0.609 -2.291 -1.084
H 2.606 -1.695 -1.748
H 2.293 -3.326 -1.859
H 1.537 -2.296 -3.071
H -0.203 -2.371 -1.918
H 0.509 -1.336 -0.610
H 0.631 -2.990 -0.280
```

Orbital gap in eV: 8.94
HOMO energy in eV: -8.002
DFT total energy in eV: -13138.4497
Structure (SMILES): Cc1c[nH]c2ccccc12.CC

Record 3
C11H15N | ωB97M-V with the def2-TZVPD basis set

XYZ file:
```
27
Properties=species:S:1:pos:R:3
C 1.656 1.357 2.054
C -0.402 -1.200 0.212
C 0.702 -0.305 0.240
C 0.700 0.270 1.571
C -0.174 -0.467 2.325
C -0.696 -1.992 -0.927
C 0.026 -1.542 -2.032
C 1.426 0.030 -0.895
C 1.079 -0.631 -2.070
N -0.847 -1.396 1.514
H -1.594 -1.955 1.865
H -1.319 -2.857 -0.793
H -0.084 -0.443 3.427
H -0.301 -1.917 -2.996
H 2.139 0.820 -1.037
H 1.486 2.175 1.387
H 2.659 1.019 1.755
H 1.450 -0.339 -3.056
H 1.416 1.477 3.127
C -1.703 2.242 -0.188
C -1.059 1.938 -1.589
H -1.651 3.343 -0.104
H -2.716 1.929 -0.017
H -0.894 1.930 0.452
H -0.211 1.253 -1.632
H -0.596 2.886 -1.811
H -1.671 1.477 -2.375
```

Orbital gap in eV: 8.71
HOMO energy in eV: -7.768
DFT total energy in eV: -13138.9643
Structure (SMILES): Cc1c[nH]c2ccccc12.CC

Record 4
C11H15N | ωB97M-V with the def2-TZVPD basis set

XYZ file:
```
27
Properties=species:S:1:pos:R:3
C -0.853 0.145 4.418
C -0.863 0.136 1.714
C -1.049 -0.470 3.087
C -1.273 -0.811 0.683
C -1.488 -1.774 2.830
C -0.448 1.529 -0.165
C -0.936 0.628 -1.132
C -0.430 1.396 1.228
C -1.248 -0.573 -0.662
N -1.599 -1.967 1.418
H -0.134 2.460 -0.689
H -1.012 0.931 -2.250
H 0.045 2.198 1.865
H -1.509 -1.325 -1.428
H -1.697 -0.015 5.042
H -0.823 1.342 4.227
H -1.419 -2.604 3.395
H -2.315 -2.667 1.029
H -0.105 -0.331 5.106
C 1.942 -0.334 -3.989
C 2.883 0.735 -3.521
H 1.017 0.214 -3.983
H 2.212 -0.845 -4.948
H 1.768 -1.226 -3.429
H 2.640 1.751 -3.910
H 2.822 1.018 -2.446
H 3.871 0.460 -3.492
```

Orbital gap in eV: 8.88
HOMO energy in eV: -7.922
DFT total energy in eV: -13138.2258
Structure (SMILES): Cc1c[nH]c2ccccc12.CC

Record 5
C11H15N | ωB97M-V with the def2-TZVPD basis set

XYZ file:
```
27
Properties=species:S:1:pos:R:3
C -0.335 4.387 0.703
C -0.433 1.859 -0.057
C -0.942 3.048 0.651
C -1.403 0.852 0.175
C -2.053 2.689 1.361
C 0.581 0.241 -1.515
C -0.434 -0.740 -1.400
C 0.611 1.491 -0.920
C -1.453 -0.512 -0.424
N -2.396 1.375 1.046
H 1.504 0.018 -2.056
H -0.405 -1.639 -2.028
H 1.598 2.024 -0.864
H -2.282 -1.082 -0.202
H -1.063 5.089 0.574
H 0.483 4.628 -0.015
H -2.590 3.230 2.074
H -3.374 1.067 1.023
H 0.221 4.630 1.634
C 1.039 -4.263 0.118
C 2.518 -3.913 -0.033
H 0.485 -4.078 -0.747
H 0.757 -5.280 0.323
H 0.763 -3.600 0.969
H 2.945 -4.264 -1.010
H 2.498 -2.817 0.001
H 3.161 -4.437 0.617
```

Orbital gap in eV: 8.88
HOMO energy in eV: -7.905
DFT total energy in eV: -13139.0990
Structure (SMILES): Cc1c[nH]c2ccccc12.CC

Record 6
C11H15N | ωB97M-V with the def2-TZVPD basis set

XYZ file:
```
27
Properties=species:S:1:pos:R:3
C -0.079 -3.750 -1.047
C 0.640 -1.193 -1.070
C 0.883 -2.631 -1.248
C 1.874 -0.514 -1.339
C 2.227 -2.717 -1.314
C -0.487 0.973 -1.113
C 0.719 1.570 -1.503
C -0.513 -0.440 -1.137
C 1.901 0.860 -1.582
N 2.838 -1.488 -1.443
H -1.405 1.467 -0.839
H 0.634 2.628 -1.732
H -1.541 -0.782 -1.020
H 2.841 1.378 -1.706
H -0.452 -3.804 -0.024
H 0.391 -4.700 -1.306
H 2.818 -3.622 -1.251
H 3.814 -1.242 -1.570
H -0.919 -3.622 -1.729
C -2.706 2.740 3.335
C -1.307 2.577 2.735
H -3.313 1.842 3.327
H -2.615 3.077 4.369
H -3.217 3.545 2.808
H -0.796 3.534 2.864
H -1.387 2.695 1.636
H -0.844 1.617 2.902
```

Orbital gap in eV: 8.75
HOMO energy in eV: -7.796
DFT total energy in eV: -13139.6710
Structure (SMILES): Cc1c[nH]c2ccccc12.CC

The evaluated molar mass for the records listed, in turn: 198.20, 161.25, 161.25, 161.25, 161.25, 161.25 g/mol.
The evaluated LUMO energy for the records listed, in turn: 0.4, 0.9, 0.9, 1.0, 1.0, 1.0 eV.